1:
ORCA calculation (ωB97M-V/def2-TZVPD) on ClFH2NOP in the gas phase.

Structure (XYZ):
```
7
Properties=species:S:1:pos:R:3
N 1.267 0.348 0.703
P -0.318 -0.050 0.141
O -0.167 -0.630 -1.361
F -0.799 -1.308 1.026
Cl -2.002 0.876 -0.043
H 1.366 1.199 1.266
H 0.652 -0.435 -1.732
```

Its SMILES is N=[P@@](O)(F)Cl. The frontier orbital gap is 0.3619 Ha. Its total charge is 0.

Here are the natural (NBO) charges for atoms 1 to 4, given in e: -1.21 2.02 -0.97 -0.55

***

2:
ORCA calculation (ωB97M-V/def2-TZVPD) on ClFH2NOP in the gas phase.

Structure (XYZ):
```
7
Properties=species:S:1:pos:R:3
N -1.028 -0.031 0.772
P 0.096 -0.058 -0.282
O 1.252 0.814 0.306
F 0.876 -1.382 -0.397
Cl -0.171 0.324 -2.150
H -1.946 -0.331 0.469
H 0.922 0.664 1.281
```

Its SMILES is N=[P@@](O)(F)Cl. The frontier orbital gap is 0.3964 Ha. Its total charge is 0.

Here are the natural (NBO) charges for atoms 1 to 4, given in e: -1.33 2.14 -0.97 -0.56

***

Which structure wins on stability? 2 wins.